Record 1
DFT (ωB97M-V/def2-TZVPD) results for an isolated molecule of C17H17BrFNS at a distorted geometry.

Properties
SMILES: C[C@H](F)c1cc(C[C@@H](C)Br)c2c(c1)Nc1ccccc1S2
HOMO-LUMO gap in eV: 9.0
Calculated total energy in Eh: -3784.751776
ΔE to the lowest compared entry with this formula, charge and spin in kcal/mol: 0.0

Geometry as ORCA input:
```
! RIJCOSX wB97M-V def2-TZVPD def2/J DEFGRID3
* xyz 0 1
Br 4.216 -3.412 -1.095
S -1.128 -1.966 0.840
F 3.409 3.239 0.264
N -2.059 0.727 1.651
C -2.679 -1.253 0.160
C 1.255 -0.536 -0.015
C -3.517 -1.937 -0.809
C 3.190 -2.306 0.225
C -0.060 -0.489 0.601
C -0.017 2.023 0.908
C 2.795 -3.308 1.392
C 1.303 1.976 0.270
C 2.028 3.356 0.044
C 1.869 -1.871 -0.514
C -4.686 -1.226 -1.314
C -0.708 0.761 1.069
C -4.957 0.119 -0.835
C -4.142 0.808 0.170
C -2.964 0.104 0.676
C 1.956 0.758 -0.177
C 1.691 3.778 -1.456
H 2.149 -1.705 -1.597
H 1.508 4.091 0.708
H 0.634 3.428 -1.623
H -2.030 0.145 2.502
H 3.665 -3.400 2.089
H 2.334 3.131 -2.106
H -5.836 0.657 -1.258
H -4.346 1.834 0.539
H -3.198 -2.957 -1.115
H 1.814 4.873 -1.634
H 1.094 -2.686 -0.546
H 2.969 0.794 -0.649
H -5.307 -1.743 -2.082
H 1.860 -2.996 1.919
H 3.788 -1.436 0.588
H -0.519 2.965 1.233
H 2.626 -4.342 0.977
*
```

Löwdin atomic charge list, values in e, 4 entries: atom 1 (Br): 0.6203, atom 2 (S): 0.9427, atom 3 (F): -0.0297, atom 4 (N): 0.0107

=====

Record 2
DFT (ωB97M-V/def2-TZVPD) results for an isolated molecule of C25H36N4O2 at a distorted geometry.

Properties
SMILES: CN(Cc1ccon1)C(=O)C1CCN(C2CCN(CCCc3ccccc3)CC2)CC1
HOMO-LUMO gap in eV: 8.7
Calculated total energy in Eh: -1343.692302
ΔE to the lowest compared entry with this formula, charge and spin in kcal/mol: 82.7

Geometry as ORCA input:
```
! RIJCOSX wB97M-V def2-TZVPD def2/J DEFGRID3
* xyz 0 1
O -3.659 1.361 -0.730
O -8.430 2.160 1.152
N -7.514 1.302 0.648
N 2.829 -1.612 -0.817
N -5.452 0.008 -0.741
N -0.866 -1.916 1.285
C -2.649 -1.622 -0.460
C 2.034 -0.405 -0.746
C 0.457 -1.525 0.841
C 5.754 2.410 0.725
C 6.665 3.134 1.473
C 2.800 -2.327 0.442
C -6.176 -1.168 -0.315
C -7.944 2.888 -0.871
C -2.440 0.027 1.396
C 6.158 1.716 -0.409
C 8.411 2.483 -0.028
C -6.216 1.022 -1.431
C -4.187 0.325 -0.361
C 5.176 0.894 -1.192
C -3.430 -0.693 0.478
C 4.145 -1.456 -1.397
C -1.587 -1.003 2.142
C 7.997 3.172 1.098
C 5.144 -0.542 -0.654
C 0.572 -0.764 -0.489
C -8.687 3.107 0.247
C -7.206 1.714 -0.554
C 1.368 -2.757 0.749
C -1.750 -2.571 0.350
C 7.498 1.760 -0.774
H 8.708 3.739 1.681
H -1.159 -3.186 -0.329
H 2.380 0.274 0.056
H -6.541 -1.062 0.709
H 1.023 -3.415 -0.049
H 4.898 -0.523 0.409
H -2.396 -3.241 0.933
H 3.441 -3.207 0.354
H -9.399 3.861 0.516
H -3.333 -2.215 -1.072
H 4.183 1.340 -1.120
H -5.554 -2.058 -0.399
H 2.118 0.119 -1.702
H 9.449 2.510 -0.327
H -2.047 -1.009 -1.130
H -1.813 0.687 0.797
H 7.826 1.224 -1.654
H 3.175 -1.714 1.282
H -2.250 -1.610 2.774
H 5.465 0.872 -2.245
H -6.738 0.577 -2.288
H 4.714 2.387 1.020
H 6.148 -0.963 -0.744
H 0.861 -0.879 1.631
H 4.569 -2.462 -1.468
H -5.500 1.762 -1.805
H -2.984 0.644 2.114
H -7.038 -1.294 -0.969
H 4.008 -1.083 -2.417
H 6.334 3.672 2.351
H -4.117 -1.276 1.096
H -0.876 -0.497 2.798
H 0.225 -1.397 -1.306
H 1.334 -3.307 1.689
H -0.023 0.149 -0.468
H -7.908 3.458 -1.774
*
```

Löwdin atomic charge list, values in e, 4 entries: atom 1 (O): 0.0619, atom 2 (O): -0.0218, atom 3 (N): 0.1105, atom 4 (N): -0.1794